The following is a DFT calculation (the ωB97M-V functional and the def2-TZVPD basis) of an isolated ion of composition C4H6NO3 and charge -1 in a non-equilibrium geometry.

Summary:
Calculated total energy: -436.556034 Eh
LUMO: 3.7 eV
Structure (SMILES): O=CCCNC(=O)[O-]
2S+1: 1
HOMO level: -0.150 Eh
Relative energy (zero: lowest compared OMol25 entry of this formula, charge and spin): 113.3 kJ/mol
Total charge: -1

Structure (XYZ):
```
14
Properties=species:S:1:pos:R:3:forces:R:3:lowdin_charge:R:1
O -0.4648 0.5761 3.4065 -0.55 0.18 0.13 0.011
C 0.1771 0.1238 2.4948 1.52 -0.15 -0.49 -0.290
C 0.2143 0.6564 1.0739 -0.63 0.71 0.56 -0.154
C -0.8941 0.0147 0.1891 0.88 -0.45 0.16 -0.255
N -0.7474 0.3841 -1.1930 0.68 -1.12 0.58 0.017
C 0.2899 -0.3778 -1.9145 0.34 0.21 -0.67 -0.785
O 0.3957 -0.2389 -3.1463 -0.79 0.67 -0.03 -0.093
O 1.0194 -1.1032 -1.2007 -0.48 0.10 0.59 -0.090
H 0.9057 -0.7115 2.7296 -0.57 0.18 -0.33 0.123
H 1.1582 0.4660 0.5721 0.10 -0.43 0.14 0.095
H 0.1080 1.7595 1.1270 -0.30 -0.47 0.00 0.113
H -0.7382 -1.0716 0.2557 -0.01 0.20 -0.01 0.109
H -1.8750 0.1868 0.6090 -0.42 0.51 -0.06 0.103
H -1.3705 1.0753 -1.5621 0.22 -0.13 -0.57 0.095
```
Forces are in eV/Å.

***

The following is a DFT calculation (the ωB97M-V functional and the def2-TZVPD basis) of an isolated ion of composition C3H5N2O2 and charge +1 in a non-equilibrium geometry.

Summary:
Calculated total energy: -376.885729 Eh
LUMO: -5.8 eV
Structure (SMILES): [NH2+]=C[C@@H]1N=COO1
2S+1: 1
HOMO level: -0.547 Eh
Relative energy (zero: lowest compared OMol25 entry of this formula, charge and spin): 395.0 kJ/mol
Total charge: +1

Structure (XYZ):
```
12
Properties=species:S:1:pos:R:3:forces:R:3:lowdin_charge:R:1
N 1.4620 -0.1638 -0.6256 0.75 1.39 0.16 0.262
C 1.1219 0.7339 0.2321 -1.72 -2.42 -0.97 0.093
C -0.1785 0.4198 0.9651 -1.90 3.51 1.37 -0.243
N -0.5935 -0.8687 0.8913 0.28 -2.99 0.46 0.108
C -1.3367 -1.0510 -0.1326 0.33 -0.81 1.34 -0.160
O -1.6530 0.0261 -0.7671 -0.85 1.33 -2.16 0.074
O -1.0340 1.1051 -0.1253 0.50 0.50 0.91 -0.001
H 1.9611 0.0383 -1.4963 0.25 -0.14 0.61 0.183
H 1.0929 -1.0823 -0.4589 -0.18 -0.78 -0.12 0.132
H 1.3863 1.7308 0.1590 1.01 1.83 -0.17 0.140
H -0.4615 1.0777 1.9406 1.18 -1.88 -2.11 0.225
H -1.7671 -1.9658 -0.5821 0.35 0.45 0.67 0.188
```
Forces are in eV/Å.

***

The following is a DFT calculation (the ωB97M-V functional and the def2-TZVPD basis) of an isolated ion of composition C7H14N4O2 and charge +2 in a non-equilibrium geometry.

Summary:
Calculated total energy: -643.870510 Eh
LUMO: -6.9 eV
2S+1: 1
HOMO level: -0.582 Eh
Relative energy (zero: lowest compared OMol25 entry of this formula, charge and spin): 60.8 kJ/mol
Total charge: +2

Structure (XYZ):
```
27
Properties=species:S:1:pos:R:3:forces:R:3:lowdin_charge:R:1
C 1.2409 -1.7532 3.5100 -0.97 -1.37 2.17 -0.250
C 1.2036 -0.2472 1.5639 1.23 -1.59 2.28 -0.248
C 0.9214 0.0874 -1.7286 0.69 -1.31 -1.68 -0.128
C -0.5183 0.2906 -2.2357 2.63 1.35 -1.44 -0.138
C 1.1115 0.9740 -0.5013 -2.40 -0.10 -2.02 -0.119
C -1.4206 -0.0143 -1.1250 0.41 0.61 0.99 -0.333
C -0.9480 0.2092 0.3009 0.35 -0.84 0.72 -0.074
N 0.5084 0.2151 0.5638 -1.35 -0.47 0.33 -0.008
N 0.8089 -1.3492 2.4511 -0.57 3.50 -4.33 0.201
N 2.4091 0.2774 1.8270 0.55 -3.05 3.18 0.232
N -2.5718 0.9099 -1.2269 -0.01 0.02 -1.47 0.225
O 1.2934 -2.3225 4.5048 1.01 0.47 -0.22 0.308
O -1.5065 -0.9845 1.0969 -1.16 3.94 1.91 0.171
H 1.0851 -0.9833 -1.4311 0.03 0.85 -0.18 0.149
H 1.7504 0.3041 -2.4832 -1.46 -0.13 0.71 0.163
H -0.4396 1.4013 -2.3887 -0.90 -0.87 -0.59 0.143
H -0.8416 -0.2760 -3.1454 0.66 0.78 0.56 0.160
H 2.1113 1.0404 -0.5262 3.65 0.50 1.17 0.087
H 0.7007 1.9954 -0.6794 0.02 -0.74 0.66 0.172
H -1.8540 -0.9354 -1.3993 -0.39 -1.76 0.61 0.152
H -1.3397 -0.8148 2.0582 -0.42 -0.16 -0.57 0.184
H 3.1042 -0.2202 2.4801 -1.69 1.05 -1.50 0.196
H 2.8246 0.8468 1.1843 1.25 1.98 -1.69 0.076
H -3.1052 0.6020 -2.0933 0.21 1.44 1.21 0.222
H -2.1888 1.8774 -1.1457 -0.84 -0.54 -0.67 0.194
H -3.0302 0.7297 -0.3698 -1.70 0.16 0.98 0.138
H -1.3093 -1.8602 0.9386 1.17 -3.71 -1.08 0.126
```
Forces are in eV/Å.

***

The following is a DFT calculation (the ωB97M-V functional and the def2-TZVPD basis) of a 2-piece molecular cluster, C4H14N2O overall in a non-equilibrium geometry.

Summary:
Calculated total energy: -345.531866 Eh
LUMO: 0.8 eV
Structure (SMILES): CCCNCN.O
2S+1: 1
HOMO level: -0.308 Eh
Relative energy (zero: lowest compared OMol25 entry of this formula, charge and spin): 116.4 kJ/mol

Structure (XYZ):
```
21
Properties=species:S:1:pos:R:3:forces:R:3:lowdin_charge:R:1
C 1.3558 0.1129 -2.3760 0.38 -0.76 -0.33 -0.120
C 0.7343 -1.2413 -2.0478 0.39 0.25 0.49 -0.247
C 0.2175 -1.3489 -0.6047 1.27 0.48 -0.43 -0.265
N -0.5631 -0.2098 -0.2077 -1.15 -0.20 -0.35 -0.081
C -1.2227 -0.3252 1.0778 0.03 0.47 0.35 -0.335
N -2.2829 0.6555 1.2955 0.54 -0.38 -0.03 0.005
H 1.8616 0.0489 -3.3351 -0.46 0.20 -0.52 0.068
H 2.2069 0.2663 -1.7467 0.38 0.43 0.99 0.062
H 0.6759 0.9529 -2.3323 -0.11 0.14 -0.10 0.064
H -0.0272 -1.4775 -2.7598 -0.67 -0.15 -0.45 0.091
H 1.5356 -1.9770 -2.1628 -0.18 -0.16 -0.04 0.103
H 1.1441 -1.4638 -0.0085 -0.27 -0.11 0.31 0.115
H -0.3749 -2.2494 -0.4898 -0.15 -0.16 0.10 0.109
H -0.1208 0.6892 -0.3111 0.36 -0.09 0.02 0.096
H -1.6732 -1.3116 1.1482 0.09 -0.20 -0.01 0.109
H -0.4965 -0.2008 1.8911 -0.13 -0.14 0.16 0.106
H -1.8619 1.5758 1.2376 -0.29 0.11 -0.01 0.053
H -2.9626 0.5444 0.5529 0.00 0.28 -0.07 0.060
O 0.6081 2.0337 3.4694 -0.03 -0.02 -0.02 -0.064
H 0.2116 2.0350 4.3493 0.09 0.09 -0.19 0.038
H 1.0345 2.8907 3.3604 -0.08 -0.08 0.15 0.033
```
Forces are in eV/Å.

***

It is found that the gap between HOMO and LUMO values, taken in the order of the records, are 7.819 9.090 8.973 9.176 eV.